A single C4H11NO2S2 molecule in a non-equilibrium geometry. Source: the OMol25 dataset; level of theory: ωB97M-V/def2-TZVPD.

Structure (XYZ):
```
20
Properties=species:S:1:pos:R:3:mulliken_charge:R:1
S 1.86976 -0.34238 0.10050 1.104
S 0.55935 1.11359 -0.75357 -0.123
O 1.27719 -1.71923 0.05666 -0.616
O 2.33477 -0.03197 1.45396 -0.628
N -3.38884 -0.87599 -0.51003 -0.598
C -1.21887 0.11944 0.95878 -0.315
C -2.05533 -0.04664 -0.32368 -0.403
C -0.37694 1.39291 0.71554 -0.819
C 3.39825 -0.14664 -0.92127 -0.934
H 3.20506 -0.82965 -1.85254 0.328
H -1.83342 0.16715 1.84308 0.434
H 0.49309 1.49894 1.40156 0.366
H -3.89877 -0.79464 0.43629 0.259
H -3.10501 -1.86693 -0.66829 0.276
H 4.06820 -0.68453 -0.29229 0.358
H -1.19486 -0.53274 -1.12453 0.212
H 3.73962 0.99342 -1.33627 0.286
H -0.84431 2.34864 0.57332 0.475
H -0.66473 -0.76707 0.83391 0.132
H -2.36423 1.00431 -0.59113 0.206
```

* energy: -31578.656 eV
* F_max: 4.00 eV/Å
* LUMO: 0.0071 hartree
* Kohn-Sham gap: 9.57 eV
* ΔE to the lowest compared entry with this formula, charge and spin: 86.9 kcal/mol

=====

A 2-piece molecular cluster, C4H11NO3 overall in a non-equilibrium geometry. Source: the OMol25 dataset; level of theory: ωB97M-V/def2-TZVPD.

Structure (XYZ):
```
19
Properties=species:S:1:pos:R:3:mulliken_charge:R:1
O -0.21719 -3.28266 -3.03116 -0.824
O -0.45599 2.34788 3.10920 -0.929
O 0.46342 -1.25493 -1.71188 -0.856
N 0.53839 1.41049 -0.76620 -0.763
C -0.17764 0.50972 1.46948 -0.679
C 0.01708 -1.16916 -0.43460 -0.664
C -0.33439 0.33335 -0.08840 0.564
C 0.04192 2.04216 1.94146 -0.712
H -1.33352 0.51839 -0.55568 0.077
H 0.24937 -2.50144 -2.30972 0.429
H -1.04298 -3.34709 -2.65945 0.221
H -0.41494 2.63383 1.20481 0.347
H 1.09007 0.94173 -1.38734 0.271
H 0.66016 -1.84697 0.17231 0.267
H -0.90046 -1.64472 -0.44672 0.206
H 1.08329 2.27810 1.81532 0.175
H 0.57563 -0.08100 1.89220 0.398
H 1.27601 1.83318 -0.18313 0.209
H -1.11823 0.27915 1.96950 0.262
```

* energy: -11954.729 eV
* total charge: -2
* F_max: 3.67 eV/Å
* LUMO: 0.2437 hartree
* Kohn-Sham gap: 5.99 eV
* ΔE to the lowest compared entry with this formula, charge and spin: 43.1 kcal/mol

=====

A 2-piece molecular cluster, C4H11NO3 overall in a non-equilibrium geometry. Source: the OMol25 dataset; level of theory: ωB97M-V/def2-TZVPD.

Structure (XYZ):
```
19
Properties=species:S:1:pos:R:3:mulliken_charge:R:1
O -2.76378 1.21150 -0.12704 -0.544
O 0.61706 2.74197 -2.07707 -0.615
O 1.85700 -2.42327 0.54436 -0.653
N -0.01669 -1.21567 0.33064 -0.083
C -0.80988 -0.01843 0.42341 -0.305
C 1.98700 -0.19315 1.33114 -0.892
C -2.03673 0.02479 -0.46368 -0.569
C 1.29016 -1.34775 0.69374 0.577
H -1.75708 0.07575 -1.51034 0.325
H -0.27457 0.87771 0.12452 0.105
H -2.65870 1.86409 -0.81681 0.308
H 0.58770 3.35278 -2.81954 0.307
H -0.43771 -2.05047 -0.04627 0.254
H 2.98766 0.08046 0.99450 0.308
H -2.71405 -0.79158 -0.28718 0.338
H 1.53689 2.46867 -2.01420 0.306
H 2.10756 -0.41119 2.39575 0.226
H -1.05139 0.24675 1.45200 0.313
H 1.45691 0.76322 1.27184 0.294
```

* energy: -11958.824 eV
* F_max: 1.75 eV/Å
* LUMO: 0.0146 hartree
* Kohn-Sham gap: 9.85 eV
* ΔE to the lowest compared entry with this formula, charge and spin: 29.7 kcal/mol

=====

A single C4H11NO3 molecule in a non-equilibrium geometry. Source: the OMol25 dataset; level of theory: ωB97M-V/def2-TZVPD.

Structure (XYZ):
```
19
Properties=species:S:1:pos:R:3:mulliken_charge:R:1
O -0.33492 1.10270 -1.25948 -0.547
O 1.12528 2.31578 -0.07587 -0.533
O 1.86787 1.03773 -1.85278 -0.534
N 1.25169 -0.00769 0.05809 -0.275
C 0.95258 1.13400 -0.80575 0.473
C -1.24942 -0.53019 0.78507 -0.423
C -1.35276 -1.84078 0.00983 -1.225
C 0.38900 -0.19349 1.15860 -0.842
H 0.36373 0.71321 1.76112 0.313
H -0.73246 -2.61938 0.45777 0.304
H 0.72396 -1.05523 1.73383 0.469
H -1.62522 -0.69821 1.79724 0.362
H 2.01259 2.30958 0.29592 0.345
H 1.57344 1.64866 -2.54849 0.347
H -1.99867 0.17617 0.42534 0.419
H -0.94377 1.27618 -0.40025 0.407
H 1.34953 -0.83851 -0.51240 0.285
H -0.99656 -1.71923 -1.01489 0.269
H -2.37589 -2.21127 -0.01292 0.384
```

* energy: -11958.451 eV
* F_max: 3.80 eV/Å
* LUMO: 0.0298 hartree
* Kohn-Sham gap: 9.86 eV
* ΔE to the lowest compared entry with this formula, charge and spin: 38.3 kcal/mol

=====

C4H11NO3 as an isolated structure. Source: the OMol25 dataset; level of theory: ωB97M-V/def2-TZVPD.

Structure (XYZ):
```
19
Properties=species:S:1:pos:R:3:mulliken_charge:R:1
O 0.12013 0.02610 -2.03492 -0.667
O -0.21731 -1.63331 1.05508 -0.490
O 1.12020 0.15539 0.12166 -0.343
N -1.29481 1.16484 1.41641 -0.475
C 2.43994 0.00185 -0.41376 -0.768
C -1.59659 0.66394 0.11374 -0.809
C -1.03182 -1.62796 0.06238 -0.372
C 0.10452 0.63704 -0.97618 -0.141
H -1.93254 1.43695 -0.57652 0.367
H 2.43175 -0.64646 -1.29207 0.333
H -1.25163 0.43053 2.11245 0.272
H 0.55896 -0.95288 0.75064 0.561
H 3.06348 -0.43122 0.36839 0.283
H 2.84229 0.97938 -0.69283 0.278
H -0.40902 1.65675 1.43952 0.298
H -2.00325 -2.08017 0.24887 0.464
H -0.68065 -1.50340 -0.96238 0.337
H -2.45368 -0.00848 0.16921 0.390
H 0.19003 1.73111 -0.90968 0.483
```

* energy: -11954.298 eV
* F_max: 0.83 eV/Å
* LUMO: -0.0016 hartree
* Kohn-Sham gap: 7.53 eV
* ΔE to the lowest compared entry with this formula, charge and spin: 134.0 kcal/mol

=====

A 3-piece molecular cluster, C4H11NO3 overall in a non-equilibrium geometry. Source: the OMol25 dataset; level of theory: ωB97M-V/def2-TZVPD.

Structure (XYZ):
```
19
Properties=species:S:1:pos:R:3:mulliken_charge:R:1
O -2.57441 -1.03747 0.97295 -0.425
O 0.23001 1.06490 0.10363 -0.458
O -2.56250 0.04817 -0.94399 -0.229
N -2.11734 -0.06029 0.43570 0.266
C -0.09468 -0.25102 0.36717 -0.592
C 2.72789 -0.53027 0.81898 -0.948
C 1.67418 -1.30668 0.09033 -0.707
C -2.43613 1.37491 -1.43726 -0.496
H -2.81597 2.09698 -0.71068 0.255
H -1.39899 1.61457 -1.68272 0.228
H -0.16323 -0.82575 -0.55915 0.457
H -0.12280 -0.51662 1.42430 0.442
H 2.55162 -0.53358 1.89545 0.288
H 3.72451 -0.94974 0.63674 0.339
H 1.81006 -1.35098 -0.98680 0.431
H 2.75751 0.50838 0.48146 0.239
H -3.03330 1.41219 -2.34790 0.257
H 1.41753 -2.27393 0.51044 0.354
H 0.42605 1.51624 0.93134 0.299
```

* energy: -11952.193 eV
* F_max: 5.75 eV/Å
* LUMO (alpha / beta): -0.0085 / -0.0087 hartree
* Kohn-Sham gap (alpha / beta): 7.51 / 7.51 eV
* ΔE to the lowest compared entry with this formula, charge and spin: 182.6 kcal/mol